(1)
{"formula": "C7H30BF4N14O8", "method": "ωB97M-V/def2-TZVPD", "de_lowest_kcal_mol": 104.1, "charge": -1, "lumo_energy_ev": 1.9, "spin_multiplicity": 1, "gap_ev": 9.40, "elements": ["B", "F", "F", "F", "F", "O", "H", "H", "C", "O", "N", "N", "H", "H", "H", "H", "C", "O", "N", "N", "H", "H", "H", "H", "C", "O", "N", "N", "H", "H", "H", "H", "C", "O", "N", "N", "H", "H", "H", "H", "C", "O", "N", "N", "H", "H", "H", "H", "C", "O", "N", "N", "H", "H", "H", "H", "C", "O", "N", "N", "H", "H", "H", "H"], "xyz": [[-0.31, -0.24, -0.06], [-0.91, -1.43, 0.22], [0.77, -0.06, 0.84], [0.12, -0.11, -1.40], [-1.23, 0.75, 0.12], [0.04, 0.67, 3.50], [-0.59, 1.39, 3.46], [0.10, 0.35, 2.59], [-4.33, -0.43, -1.03], [-5.34, -0.64, -1.63], [-3.51, -1.43, -0.91], [-3.95, 0.63, -0.39], [-3.73, -2.36, -1.21], [-2.57, -1.27, -0.57], [-3.03, 0.72, 0.02], [-4.63, 1.37, -0.52], [1.56, -3.48, -1.49], [2.32, -4.37, -2.00], [0.27, -3.65, -1.36], [1.95, -2.35, -1.00], [-0.35, -2.98, -0.95], [-0.12, -4.55, -1.59], [2.80, -1.87, -1.23], [1.19, -1.73, -0.77], [-2.82, -2.54, 3.49], [-3.80, -2.94, 4.17], [-2.98, -1.54, 2.59], [-1.60, -2.96, 3.48], [-3.77, -0.92, 2.48], [-2.16, -1.41, 2.01], [-1.37, -3.61, 4.22], [-1.03, -2.42, 2.85], [2.83, 2.35, -1.30], [3.62, 3.06, -1.93], [3.11, 1.74, -0.23], [1.59, 2.06, -1.71], [4.03, 1.90, 0.16], [2.33, 1.27, 0.21], [0.99, 2.50, -2.39], [1.21, 1.44, -1.01], [-0.96, 1.05, -4.46], [-1.45, 1.68, -5.42], [-1.71, 0.67, -3.45], [0.24, 0.91, -4.20], [-1.21, 0.15, -2.74], [-2.65, 1.01, -3.31], [0.92, 1.37, -4.78], [0.52, 0.50, -3.32], [-0.33, 5.14, 0.69], [-0.55, 5.34, 1.87], [-0.68, 4.00, 0.20], [0.07, 5.96, -0.19], [-0.04, 3.74, -0.53], [-0.99, 3.23, 0.77], [0.59, 6.77, 0.13], [-0.09, 5.81, -1.18], [4.22, -1.89, 2.58], [4.77, -0.81, 2.77], [4.45, -2.98, 3.23], [3.37, -2.08, 1.63], [5.16, -2.77, 3.92], [3.70, -3.63, 3.37], [2.58, -2.69, 1.75], [3.33, -1.36, 0.92]]}



(2)
{"formula": "C32H34CdClN6O8", "method": "ωB97M-V/def2-TZVPD", "de_lowest_kcal_mol": 24.7, "charge": -1, "lumo_energy_ev": 2.5, "spin_multiplicity": 1, "gap_ev": 7.97, "elements": ["Cd", "O", "Cl", "O", "O", "O", "C", "C", "C", "C", "C", "C", "C", "C", "C", "C", "O", "O", "H", "H", "H", "H", "H", "H", "H", "H", "H", "H", "H", "N", "C", "C", "C", "N", "H", "H", "H", "H", "C", "C", "C", "C", "C", "C", "N", "C", "C", "C", "C", "C", "C", "C", "O", "O", "C", "C", "H", "H", "H", "H", "H", "H", "H", "H", "H", "H", "H", "H", "H", "H", "N", "C", "C", "N", "C", "C", "N", "H", "H", "H", "H", "H"], "xyz": [[0.78, 0.10, -0.35], [0.35, -0.93, 2.76], [1.22, -1.65, 1.88], [1.91, -2.68, 2.59], [0.43, -2.23, 0.81], [2.17, -0.74, 1.28], [4.75, -5.14, 1.64], [4.33, -4.23, 0.52], [3.39, -4.63, -0.43], [2.93, -3.75, -1.40], [1.97, -4.22, -2.46], [3.41, -2.44, -1.41], [4.40, -2.04, -0.51], [4.97, -0.64, -0.58], [4.85, -2.94, 0.44], [2.82, -1.43, -2.38], [3.41, -1.18, -3.42], [1.67, -0.94, -2.04], [4.46, -6.17, 1.43], [4.26, -4.82, 2.56], [5.83, -5.11, 1.79], [3.00, -5.64, -0.39], [1.38, -5.07, -2.11], [2.53, -4.53, -3.35], [1.30, -3.41, -2.77], [5.04, -0.31, -1.61], [5.95, -0.60, -0.12], [4.31, 0.04, -0.04], [5.60, -2.63, 1.16], [-0.91, -2.21, -1.65], [-1.95, -2.83, -2.22], [-2.94, -1.88, -2.38], [-2.39, -0.71, -1.85], [-1.16, -0.93, -1.41], [-0.02, -2.59, -1.35], [-1.93, -3.88, -2.48], [-3.91, -2.02, -2.82], [-2.83, 0.27, -1.74], [-5.59, -1.29, 1.49], [-4.92, 0.05, 1.33], [-5.35, 0.91, 0.33], [-4.70, 2.13, 0.15], [-3.67, 2.51, 0.99], [-3.26, 1.66, 2.02], [-2.31, 2.09, 2.96], [-1.51, 3.23, 2.81], [-1.72, 4.30, 3.69], [-0.96, 5.46, 3.61], [0.04, 5.57, 2.65], [0.29, 4.49, 1.82], [-0.45, 3.31, 1.89], [0.05, 2.15, 1.06], [-0.77, 1.30, 0.60], [1.28, 2.08, 0.87], [-3.87, 0.41, 2.18], [-3.34, -0.59, 3.18], [-6.39, -1.41, 0.76], [-6.03, -1.40, 2.49], [-4.87, -2.10, 1.36], [-6.16, 0.62, -0.32], [-5.01, 2.79, -0.65], [-3.19, 3.46, 0.85], [-2.56, 1.87, 3.90], [-2.51, 4.22, 4.43], [-1.15, 6.27, 4.29], [0.62, 6.47, 2.57], [1.11, 4.52, 1.11], [-2.54, -0.19, 3.79], [-2.91, -1.43, 2.63], [-4.13, -0.98, 3.82], [-0.62, 3.10, -4.83], [0.37, 2.96, -3.89], [0.23, 2.06, -2.82], [1.20, 1.88, -1.95], [2.32, 2.57, -2.10], [2.44, 3.47, -3.15], [1.48, 3.68, -4.04], [-1.53, 2.74, -4.64], [-0.54, 3.87, -5.47], [-0.68, 1.47, -2.68], [3.11, 2.42, -1.38], [3.35, 4.05, -3.29]]}



(3)
{"formula": "C6H7NO", "method": "ωB97M-V/def2-TZVPD", "de_lowest_kcal_mol": 149.8, "charge": 0, "lumo_energy_ev": 0.3, "spin_multiplicity": 1, "gap_ev": 9.41, "elements": ["C", "C", "C", "C", "C", "C", "H", "H", "H", "H", "H", "H", "H", "N", "O"], "xyz": [[1.23, -0.01, -1.55], [-0.44, 0.21, -0.57], [-1.35, 0.39, 0.76], [-0.54, -0.35, 1.70], [0.81, -0.49, 1.29], [0.90, 0.22, 0.02], [-0.40, -0.12, -2.65], [-0.58, -0.88, -0.92], [-1.45, 1.49, 0.78], [-2.31, -0.14, 0.59], [-0.96, -0.30, 2.79], [1.37, -1.30, 1.56], [1.66, 1.14, 0.42], [0.05, 0.70, -1.78], [1.97, -0.56, -2.43]]}



(4)
{"formula": "C6H11N2O5", "method": "ωB97M-V/def2-TZVPD", "de_lowest_kcal_mol": 17.3, "charge": 1, "lumo_energy_ev": [-3.3, -6.7], "spin_multiplicity": 3, "gap_ev": [9.11, 7.34], "elements": ["C", "C", "C", "C", "C", "C", "N", "N", "O", "O", "O", "O", "O", "H", "H", "H", "H", "H", "H", "H", "H", "H", "H", "H"], "xyz": [[2.12, 0.07, -1.17], [-1.16, 1.21, 0.55], [1.10, -0.92, -1.71], [-0.32, -0.54, -1.21], [-0.41, 0.00, 0.13], [-1.16, -1.95, 1.33], [1.68, 0.62, 0.06], [-0.18, -0.89, 1.40], [3.19, 0.27, -1.63], [-1.65, 1.42, 1.69], [2.13, 1.73, 0.52], [-1.53, 3.34, 0.12], [-1.18, 2.14, -0.43], [1.09, -0.81, -2.78], [1.40, -1.97, -1.62], [-0.61, 0.31, -1.79], [-1.02, -1.33, -1.61], [-2.24, -1.50, 1.10], [-0.93, -2.73, 0.45], [-1.16, -2.58, 2.22], [0.88, -1.25, 1.43], [-0.31, -0.20, 2.14], [2.18, 2.45, -0.15], [-1.92, 3.11, 0.97]]}